# 1
Molecular formula: C4H6O2
Method: DFT, ωB97M-V with the def2-TZVPD basis set

Geometry as XYZ:
```
12
Properties=species:S:1:pos:R:3:forces:R:3:mulliken_charge:R:1
C -1.645 -0.716 0.703 -0.773 0.190 3.607 -0.045
C -0.602 -0.356 -0.258 0.163 1.214 -3.506 -0.504
C 0.423 0.760 0.067 0.757 0.736 2.999 -0.197
C 1.829 0.359 -0.446 2.078 2.503 -3.184 0.002
H -2.606 -1.006 0.245 -0.005 -0.195 0.163 0.325
H -0.229 -1.355 -0.574 0.642 0.452 0.440 0.331
H -1.030 -0.025 -1.329 0.251 -0.709 2.452 0.309
H 0.028 1.850 -0.299 1.366 -2.853 0.783 0.258
H 0.623 0.843 1.328 -0.838 -0.299 -3.436 0.254
H 2.252 -0.803 -0.180 -1.056 3.119 -0.600 0.251
O -1.516 -0.735 1.944 -0.138 0.161 -3.352 -0.492
O 2.473 1.184 -1.200 -2.449 -4.320 3.634 -0.493
```
Positions in Å, forces in eV/Å.

As for the structure (SMILES): O=CCCC=O. For the frontier orbital gap, the calculation gives 10.73 eV. As for the HOMO energy: -0.373 Eh.

=====

# 2
Molecular formula: C5H18Si3
Method: DFT, ωB97M-V with the def2-TZVPD basis set

Geometry as XYZ:
```
26
Properties=species:S:1:pos:R:3:forces:R:3:mulliken_charge:R:1
C 1.389 1.261 2.011 1.748 -1.445 -0.150 -0.790
C -3.184 1.649 -1.267 2.429 2.121 -0.104 -1.019
C -3.452 -0.624 0.667 -2.175 1.145 1.531 -1.096
C 2.018 0.873 0.588 -2.929 -2.900 2.893 -0.831
C 1.281 -0.418 -0.064 1.031 -0.267 2.470 -0.190
Si 4.177 -3.271 -1.535 -1.991 -0.329 -2.521 0.194
Si -2.329 0.852 0.195 -0.459 -0.888 -0.674 0.487
Si -0.338 0.112 -0.888 0.247 -0.266 -0.453 -0.044
H 0.283 1.354 1.908 0.926 0.226 0.400 0.099
H 1.678 0.452 2.761 -0.831 0.677 -0.979 0.274
H 1.940 2.129 2.442 -0.933 -0.093 -0.549 0.328
H -2.765 2.613 -1.742 -0.745 -1.436 1.028 0.286
H -2.880 0.874 -1.912 0.202 -1.029 -1.539 0.303
H -4.224 1.612 -1.258 -1.863 0.289 0.263 0.393
H -4.395 -0.771 0.066 0.955 0.593 0.351 0.315
H -2.945 -1.532 0.535 0.865 -1.437 0.180 0.374
H -3.838 -0.537 1.783 0.989 -0.214 -2.158 0.242
H 1.811 1.660 -0.013 -0.016 2.528 -2.126 0.429
H 3.033 0.612 0.641 1.461 0.143 0.234 0.418
H 1.145 -1.241 0.771 -0.029 1.663 -1.429 0.322
H 2.106 -0.844 -0.659 -0.892 -0.031 -0.582 -0.030
H 4.611 -3.670 -0.260 0.307 -0.095 1.443 -0.058
H 2.708 -3.647 -1.966 1.346 0.132 0.713 -0.048
H 4.339 -1.912 -2.058 0.328 0.306 0.373 -0.064
H -2.180 1.558 1.433 0.296 0.764 0.710 -0.225
H 0.011 0.854 -2.179 -0.266 -0.158 0.674 -0.070
```
Positions in Å, forces in eV/Å.

For the frontier orbital gap (spin up / spin down), the calculation gives 7.31 / 6.15 eV. As for the HOMO energy (spin up / spin down): -0.289 / -0.256 Eh.

=====

# 3
Molecular formula: C42H48CaGeN8S
Method: DFT, ωB97M-V with the def2-TZVPD basis set

Geometry as XYZ:
```
101
Properties=species:S:1:pos:R:3:forces:R:3:mulliken_charge:R:1
Ca 0.434 -0.158 -0.151 2.200 -0.470 -0.842 1.975
N 1.864 -3.985 2.929 0.174 0.179 -0.271 -0.016
C 0.745 -3.838 3.706 -0.691 0.566 0.054 0.093
C 0.255 -4.543 4.794 0.037 -0.087 -0.001 -1.274
C -0.940 -4.114 5.332 0.076 -0.060 -0.001 -0.555
C -1.630 -3.022 4.797 -0.104 0.164 -0.031 -1.353
C -1.138 -2.307 3.729 0.098 -0.065 -0.113 0.371
C 0.075 -2.711 3.178 0.018 -0.710 0.603 0.068
N 0.793 -2.202 2.126 0.275 0.498 -0.845 0.141
C 1.843 -2.979 2.003 -0.448 -0.119 0.409 0.696
C 2.878 -2.793 1.016 0.966 -0.693 -0.264 -0.727
C 3.933 -3.634 0.760 -0.243 0.421 -0.052 -0.562
S 4.947 -2.973 -0.448 -0.554 0.397 0.194 -0.125
C 3.885 -1.612 -0.536 0.743 -0.476 -0.370 -0.438
N 2.869 -1.663 0.253 -0.793 0.503 0.109 0.177
H 2.569 -4.689 3.052 0.072 0.047 -0.079 0.223
H 0.785 -5.391 5.192 0.053 -0.167 0.125 0.426
H -1.357 -4.631 6.181 -0.030 -0.095 0.073 0.412
H -2.577 -2.733 5.227 -0.077 0.022 0.086 0.495
H -1.672 -1.469 3.316 -0.050 0.005 0.000 0.641
H 4.162 -4.581 1.206 0.015 -0.197 0.101 0.423
H 4.058 -0.796 -1.216 0.114 0.175 -0.304 0.562
N 2.240 1.316 0.791 -0.040 -0.241 0.166 -0.122
C 2.754 2.644 0.465 -0.099 0.765 0.048 -0.904
C 1.648 3.634 0.087 0.234 -0.189 -0.305 -0.525
C 1.098 3.452 -1.329 0.208 0.407 0.215 -0.299
N 0.114 2.375 -1.390 -0.284 -0.475 0.171 -0.100
H 1.960 1.297 1.769 0.159 -0.062 0.068 0.153
H 2.987 0.636 0.696 -0.013 -0.089 0.197 0.114
H 3.441 2.549 -0.380 0.033 -0.002 0.101 0.383
H 3.322 3.075 1.305 -0.019 -0.204 -0.217 0.391
H 2.059 4.642 0.163 -0.050 0.003 0.076 0.491
H 0.825 3.554 0.801 -0.062 0.129 0.113 0.123
H 1.927 3.211 -2.001 -0.065 0.077 -0.061 -0.083
H 0.664 4.411 -1.662 0.133 -0.263 -0.001 0.499
H -0.214 2.279 -2.348 -0.077 -0.090 0.113 0.277
H -0.698 2.675 -0.852 0.026 0.022 -0.234 -0.371
N -3.123 -4.911 -5.138 -0.208 -0.304 -0.292 -0.524
C -2.577 -4.190 -4.434 -0.158 -0.269 -0.263 -0.158
C -1.920 -3.295 -3.558 0.397 0.537 0.534 0.382
C -2.629 -2.234 -2.999 -0.115 0.148 -0.010 -0.775
C -1.985 -1.357 -2.140 -0.134 -0.349 -0.502 -0.202
C -0.651 -1.526 -1.787 0.298 0.689 0.653 -0.073
C 0.037 -2.597 -2.348 -0.288 -0.212 -0.351 -0.525
C -0.573 -3.467 -3.240 0.130 -0.161 -0.037 -0.852
H -3.676 -2.103 -3.234 -0.079 -0.038 -0.087 0.529
H -2.561 -0.536 -1.729 -0.143 0.026 0.014 0.249
H 1.077 -2.773 -2.088 0.133 -0.093 -0.023 0.358
H -0.016 -4.280 -3.687 -0.042 -0.096 -0.027 0.481
C -3.548 4.980 -0.425 0.018 0.009 0.002 -0.632
C -3.051 4.911 0.865 -0.044 0.104 0.034 -0.709
C -2.562 3.714 1.361 0.221 -0.115 0.326 -0.124
C -2.566 2.563 0.581 0.550 -0.609 -0.105 -0.846
C -3.069 2.649 -0.716 -0.054 -0.311 -0.150 0.361
C -3.561 3.841 -1.215 -0.079 0.046 -0.136 -0.764
Ge -1.801 0.823 1.230 -3.156 1.283 1.788 2.129
C -3.274 -0.524 0.987 0.910 0.109 -0.080 0.309
C -4.610 -0.153 0.891 -0.009 0.482 0.012 -0.527
C -5.587 -1.097 0.618 -0.072 0.045 0.042 -0.672
C -5.238 -2.419 0.400 0.073 -0.050 0.021 -0.712
C -3.909 -2.799 0.493 0.019 -0.175 0.069 -1.042
C -2.938 -1.860 0.795 0.235 -0.112 0.144 -0.159
C -1.471 1.201 3.179 0.390 -0.346 -0.802 -0.010
C -2.335 0.751 4.167 -0.257 -0.033 -0.226 0.053
C -2.048 0.974 5.503 -0.145 -0.007 0.027 -0.588
C -0.889 1.633 5.873 0.055 -0.058 0.024 -0.630
C -0.026 2.099 4.895 0.093 0.115 0.073 -0.946
C -0.322 1.885 3.559 0.134 0.057 -0.214 -0.312
H -3.920 5.916 -0.813 -0.046 0.063 -0.036 0.407
H -3.043 5.795 1.486 -0.002 0.056 0.079 0.449
H -2.178 3.669 2.372 0.017 0.060 0.055 0.393
H -3.071 1.762 -1.341 -0.070 0.012 -0.083 0.347
H -3.950 3.889 -2.222 -0.042 -0.029 -0.084 0.478
H -4.895 0.884 1.024 -0.034 0.042 -0.007 0.461
H -6.624 -0.799 0.572 -0.064 0.063 -0.037 0.445
H -5.997 -3.149 0.158 -0.034 -0.035 -0.004 0.432
H -3.625 -3.828 0.323 0.020 -0.051 -0.007 0.531
H -1.900 -2.171 0.865 -0.102 -0.073 -0.081 0.360
H -3.242 0.228 3.885 -0.024 -0.064 0.066 0.401
H -2.734 0.623 6.257 -0.096 -0.058 0.131 0.449
H -0.661 1.765 6.921 0.031 0.086 0.021 0.407
H 0.875 2.627 5.171 0.064 0.042 0.030 0.457
H 0.344 2.272 2.792 0.022 0.024 0.110 0.324
C 3.999 -0.387 -5.004 -0.073 0.261 0.155 -1.817
C 3.841 0.955 -4.287 0.075 0.003 -0.301 1.549
C 2.828 1.844 -5.023 0.121 -0.243 0.198 -1.573
C 5.190 1.674 -4.238 -0.266 -0.202 0.082 -1.722
N 3.455 0.691 -2.887 0.151 0.200 0.241 -0.589
N 2.190 0.066 -2.682 -0.258 0.114 0.112 0.272
H 4.446 -0.230 -5.980 0.021 -0.022 -0.168 0.499
H 3.040 -0.880 -5.151 -0.073 -0.067 -0.045 0.351
H 4.650 -1.041 -4.429 0.098 -0.094 0.049 0.374
H 3.212 2.100 -6.005 -0.009 0.033 -0.180 0.474
H 2.664 2.773 -4.478 -0.016 0.122 0.061 0.308
H 1.871 1.342 -5.164 -0.089 -0.021 -0.044 0.359
H 5.564 1.828 -5.246 0.049 0.046 -0.089 0.436
H 5.915 1.085 -3.682 0.106 -0.068 0.063 0.383
H 5.095 2.648 -3.763 0.004 0.154 0.087 0.391
H 3.438 1.579 -2.389 -0.062 -0.189 -0.029 -0.042
H 2.267 -0.888 -3.031 -0.170 0.129 0.123 0.183
H 1.452 0.522 -3.227 0.138 -0.229 0.038 0.074
```
Positions in Å, forces in eV/Å.

For the frontier orbital gap (spin up / spin down), the calculation gives 7.86 / 5.26 eV. The total charge is +1. As for the spin multiplicity: 2. As for the HOMO energy (spin up / spin down): -0.377 / -0.374 Eh. The expectation value of S² is 0.753.

=====

Listing ΔE to the lowest compared entry with this formula, charge and spin for the structures above in their given order: 66.64; 74.42; 33.01 kcal per mole.